# 1
Here is C28H28N4O2W as an isolated structure from the Open Molecules 2025 dataset. Energies are from ωB97M-V/def2-TZVPD.

## Properties
E_tot = -1519.84507 Ha
LUMO energy = -6.6 eV
highest occupied orbital energy = -13.60 eV
net charge = +2

Each line ends with the natural charge from an NBO analysis.
Positions of all 63 atoms, in Å:
W 0.849787 0.988411 -0.680567  0.92
C 1.893742 2.080375 -2.517346  -0.25
C 0.973091 1.242326 -3.119176  -0.12
C -0.351173 1.185642 -2.621915  -0.28
C -0.826259 2.277620 -1.816458  -0.18
C 0.061762 3.202499 -1.306242  -0.17
C 1.457033 2.994618 -1.486707  -0.33
H 2.931876 2.060583 -2.817959  0.27
H 1.287856 0.537341 -3.873919  0.27
H -1.045092 0.453972 -3.005766  0.27
H -1.875329 2.334758 -1.562056  0.27
H -0.289421 3.996498 -0.660530  0.28
H 2.167060 3.669789 -1.032816  0.27
O -2.643816 1.733122 3.621739  -0.64
C -3.351844 1.093145 2.687748  0.40
C -4.676973 0.774396 3.006797  -0.26
C -5.477140 0.131474 2.092806  -0.13
C -4.989595 -0.222780 0.826323  -0.28
C -3.685490 0.063193 0.512459  -0.11
C -2.838022 0.713254 1.432213  -0.29
C -1.454605 0.946226 1.058780  0.62
O -0.993077 0.317401 0.009249  -0.69
N -0.686849 1.743047 1.782287  -0.44
N 0.577373 1.753554 1.270591  -0.22
C 1.574090 2.230488 1.918637  0.09
C 2.882686 1.965079 1.339576  0.13
C 4.056768 2.315441 1.984893  -0.18
C 5.269337 1.926459 1.438243  -0.11
C 5.267188 1.178620 0.272415  -0.21
C 4.058712 0.862336 -0.323721  0.08
N 2.884589 1.256216 0.177640  -0.42
H -1.765696 1.966736 3.269148  0.51
H -5.048831 1.063605 3.980047  0.25
H -6.503576 -0.090722 2.353712  0.24
H -5.639116 -0.698441 0.104634  0.23
H -3.286430 -0.197669 -0.459499  0.21
H 1.449063 2.692046 2.891475  0.24
H 4.011679 2.875457 2.908912  0.25
H 6.199062 2.192261 1.922396  0.26
H 6.187375 0.839199 -0.180875  0.26
H 4.022917 0.272593 -1.227074  0.22
C -2.155787 -2.790303 1.754668  -0.42
N -1.509090 -2.722805 0.436506  -0.26
C -2.291968 -3.318550 -0.649840  -0.43
C -0.365706 -2.155428 0.287166  0.30
C 0.499308 -2.212901 -0.890803  -0.13
C 0.704579 -3.493615 -1.418173  -0.16
C 1.668443 -3.727328 -2.380848  -0.21
C 2.439739 -2.662503 -2.809201  -0.15
C 2.227706 -1.388952 -2.291984  -0.26
C 1.254196 -1.093053 -1.332687  -0.19
H -3.131197 -2.310364 1.698163  0.24
H -1.538102 -2.289237 2.494745  0.23
H -2.278218 -3.837177 2.029309  0.24
H -3.313826 -2.954126 -0.557202  0.24
H -2.297851 -4.403057 -0.546568  0.24
H -1.877999 -3.039696 -1.612522  0.24
H 0.029344 -1.677442 1.178623  0.22
H 1.255899 -0.172331 0.464633  0.14
H 0.141899 -4.331002 -1.024812  0.22
H 1.827892 -4.723698 -2.767959  0.25
H 3.215547 -2.815422 -3.548311  0.24
H 2.860476 -0.601154 -2.683006  0.19

Cartesian forces, eV/Å:
-0.04 0.08 -0.06
0.00 0.04 -0.01
0.03 0.01 -0.04
0.00 -0.01 0.02
0.04 -0.02 -0.05
0.01 0.02 0.01
-0.01 -0.03 0.01
0.00 0.00 0.00
0.01 0.00 0.01
0.00 0.00 0.00
0.00 -0.01 0.00
0.00 -0.01 0.01
0.01 -0.01 0.00
0.00 0.00 0.00
-0.01 0.02 0.02
0.02 -0.01 -0.01
-0.02 -0.01 0.00
0.01 0.01 0.01
0.00 0.00 0.00
-0.04 -0.02 0.00
0.05 -0.01 -0.02
-0.01 0.00 0.01
-0.01 -0.03 0.01
0.03 0.05 -0.03
0.00 0.00 0.01
0.05 -0.01 0.02
0.00 -0.01 -0.01
0.01 -0.01 -0.01
-0.01 0.01 0.01
0.02 0.00 0.00
-0.08 0.00 0.00
0.00 0.00 0.00
0.00 0.00 0.00
0.00 0.00 0.00
-0.01 0.00 0.01
0.01 0.00 0.00
0.01 0.00 0.00
0.00 0.00 0.00
0.00 0.00 0.00
0.00 0.00 0.00
-0.01 0.00 0.00
0.01 0.01 0.01
-0.01 -0.03 0.06
-0.01 -0.04 0.00
0.03 0.01 -0.04
0.04 0.08 -0.01
0.02 -0.04 -0.02
-0.03 0.02 0.02
-0.02 0.01 0.03
0.00 0.05 -0.02
-0.03 -0.13 0.00
0.00 0.00 -0.01
0.00 0.00 0.00
0.00 0.00 0.00
0.00 0.01 0.01
0.00 0.00 -0.01
0.01 0.01 0.00
-0.01 0.01 -0.01
-0.01 -0.04 0.06
0.00 0.00 -0.01
0.00 0.00 0.01
0.00 0.00 0.00
-0.02 0.01 0.02

---

# 2
Here is a 2-piece molecular cluster, C17H32N6O2PS overall at a distorted geometry from the Open Molecules 2025 dataset. Energies are from ωB97M-V/def2-TZVPD.

## Properties
E_tot = -1885.17072 Ha
LUMO energy = -2.9 eV
highest occupied orbital energy = -9.92 eV
net charge = +1

Each line ends with the natural charge from an NBO analysis.
Positions of all 59 atoms, in Å:
C 3.838423 0.244118 0.379668  -0.73
C 2.597442 1.180483 0.749570  0.73
O 1.961202 0.906676 1.778317  -0.57
N 2.315545 2.332973 -0.121425  -0.53
C 2.035203 3.480174 0.789271  -0.43
C 1.167695 2.076862 -1.039208  -0.21
C 1.243785 0.638428 -1.738672  -0.43
C 0.538307 0.753488 -3.166118  -0.40
C -0.711544 -0.208277 -3.398240  -0.47
C -1.705185 -0.346900 -2.191795  0.47
N -2.884842 0.426974 -2.212635  -0.52
C -3.639212 0.131070 -1.029238  0.60
N -4.794020 0.717240 -0.718036  -0.87
P -5.642785 1.942319 -1.725028  1.23
C -4.407222 3.194930 -2.436575  -0.99
O -6.685814 2.894893 -0.730377  -0.96
N -2.874255 -0.861311 -0.371496  -0.19
C -3.243144 -1.554995 0.906690  -0.24
C -2.107536 -1.439384 2.024207  -0.42
C -2.155217 -0.038522 2.812513  -0.52
S -1.315125 1.246616 1.762566  -0.08
N -1.715880 -1.154415 -1.024241  -0.37
H 3.602218 -0.507053 -0.436691  0.23
H 4.184470 -0.296743 1.321215  0.24
H 4.695264 0.888845 0.017774  0.24
H 1.912342 4.469845 0.227428  0.22
H 1.122415 3.317047 1.457850  0.20
H 2.935013 3.603533 1.475868  0.22
H 1.238231 2.878628 -1.854159  0.21
H 0.144895 2.204954 -0.560757  0.18
H 2.359509 0.444087 -1.906596  0.23
H 0.832254 -0.205609 -1.108709  0.19
H 0.258996 1.824456 -3.453987  0.23
H 1.324978 0.442632 -3.939503  0.24
H -0.374517 -1.222613 -3.796465  0.25
H -1.320368 0.251175 -4.252196  0.27
H -5.263321 0.452280 0.155286  0.44
H -4.709480 4.275287 -2.289625  0.26
H -4.287445 2.903702 -3.535932  0.27
H -3.379028 3.007961 -1.967742  0.25
H -6.890048 3.674709 -1.296633  0.50
H -3.321733 -2.672078 0.656537  0.23
H -4.260984 -1.251938 1.291593  0.24
H -1.070839 -1.609701 1.578773  0.21
H -2.351638 -2.246359 2.799362  0.25
H -3.257838 0.238046 2.938895  0.22
H -1.663850 -0.127531 3.837137  0.25
H -2.130510 2.375592 1.907362  0.16
H -0.991033 -1.827238 -0.770751  0.46
N 3.975839 -3.528037 2.435883  -0.51
C 3.929216 -4.841681 2.051070  -0.08
C 5.219721 -5.280086 1.886021  -0.30
C 6.077179 -4.192599 2.187944  -0.29
C 5.281824 -3.126501 2.526486  -0.08
H 3.175631 -2.948308 2.623862  0.41
H 2.984889 -5.348712 1.927133  0.20
H 5.514412 -6.273272 1.583130  0.23
H 7.156205 -4.190953 2.161135  0.23
H 5.531310 -2.119209 2.822289  0.21

Cartesian forces, eV/Å:
0.11 0.69 0.20
-0.06 -1.98 1.37
1.31 1.04 -2.47
-0.82 -0.47 1.22
0.11 1.02 0.71
-0.15 -0.21 -0.83
0.74 1.34 -0.65
0.56 -0.60 -0.43
-0.23 -0.11 -0.34
-3.10 1.11 0.98
1.31 -1.94 1.97
5.06 -1.54 -2.28
0.54 0.37 1.74
-2.06 0.83 -2.41
1.50 -0.65 0.57
1.91 -0.67 -0.60
-3.11 0.92 1.72
1.24 -1.60 0.21
-0.73 0.60 0.73
-0.79 -0.57 -0.15
-0.80 0.59 0.35
0.03 2.52 -3.82
0.16 0.92 1.04
-0.69 0.66 -1.31
-1.02 -0.70 0.28
0.17 -1.58 0.49
1.08 0.12 -0.94
-1.16 -0.10 -0.87
-0.06 -1.16 1.07
1.10 -0.15 -0.18
-1.65 0.11 0.18
0.39 1.07 -0.55
0.25 -1.49 0.77
-1.26 0.43 0.94
-0.43 1.17 0.93
0.58 -0.75 1.41
0.34 0.08 -0.51
0.21 -1.32 -0.18
-0.39 0.56 1.52
-1.35 0.57 -0.59
0.11 -0.55 0.61
-0.05 1.53 0.25
1.27 0.06 -0.67
-1.36 0.08 0.67
0.55 0.95 -1.20
1.58 -0.32 0.03
-0.61 0.17 -1.49
0.54 -1.30 0.11
-0.81 0.23 0.38
0.00 -0.01 -0.01
-0.01 -0.06 -0.08
-0.23 -0.09 -0.03
0.03 0.22 0.05
0.06 0.08 -0.04
0.14 -0.07 0.04
0.10 0.00 0.02
-0.03 0.08 0.04
-0.09 0.00 0.02
0.02 -0.10 0.00